No. 1
Formula: C30H52P2Pb
Source: OMol25
Level of theory: the ωB97M-V functional and the def2-TZVPD basis

The calculation puts the frontier orbital gap (alpha / beta) at 4.910 / 5.012 eV. The value obtained for the max |F| is 0.0498 Eh/bohr. As for the LUMO energy (alpha / beta): -7.99 / -7.89 eV. As for the charge: +2. Its total energy is -2049.04370 Eh.

Structure (XYZ):
```
85
C30H52P2Pb, DFT the ωB97M-V functional and the def2-TZVPD basis
H -5.861 -1.163 -2.255
H -3.633 0.920 2.795
H 1.250 4.549 1.725
C -4.088 -0.261 -1.302
H -0.737 1.530 3.856
H 3.281 -2.836 1.446
C 3.101 3.080 0.299
H -0.529 -0.426 -2.735
C -4.889 -0.714 -2.498
H -5.083 -4.171 -0.567
H 0.776 -3.633 -2.574
C -4.184 -1.689 -3.487
C 3.100 2.360 -3.367
H 3.926 -0.852 4.429
C -3.540 -3.220 -1.631
C 3.112 -0.380 3.855
H -2.853 -3.962 -1.217
H -2.431 -1.905 -0.183
H 2.147 -2.746 2.830
H -6.106 -1.956 0.227
H 4.847 0.512 1.980
H 4.651 2.774 1.715
C 3.556 2.881 1.691
H 2.162 -0.655 4.313
H 1.502 5.584 -2.652
H 4.178 0.361 -0.373
H 3.240 0.704 3.911
C -3.302 -2.658 -2.838
H -4.707 -2.590 1.059
H -4.964 -2.214 -4.045
H 0.515 -4.487 -1.002
H 0.890 4.085 -3.383
H -0.910 -0.127 4.481
C 1.964 3.817 -1.551
C -0.560 0.468 3.634
C -1.576 -2.331 0.375
C 2.871 2.814 -1.973
H -5.168 0.165 -3.082
P -0.144 -2.159 -0.912
H -2.481 -3.002 -3.439
H -0.905 -2.292 2.472
H -1.037 -2.037 -3.166
H -3.653 -1.101 -4.240
H 5.437 1.591 -0.156
H 2.200 2.488 -3.971
C 1.339 4.926 0.701
P -1.385 0.082 2.086
C 3.191 -0.885 2.404
C 1.112 0.025 0.906
C -1.628 -1.740 1.845
H 4.968 1.068 -1.802
C -5.031 -2.132 0.117
H 3.127 1.959 2.117
H 3.904 2.943 -3.834
C 3.572 2.364 -0.835
H -3.997 -0.340 0.832
H -3.608 0.731 -1.405
C 2.093 3.973 -0.139
H -5.695 -3.062 -1.737
C 4.594 1.289 -0.795
H -3.111 1.677 1.266
C -2.768 1.291 2.230
C 1.058 4.598 -2.422
H 5.330 -1.049 2.671
H 3.265 3.728 2.327
Pb -0.790 0.773 -0.442
H -2.621 -1.994 2.260
H 1.860 5.894 0.744
H 0.083 4.781 -1.941
H -2.021 -1.067 -2.045
C -4.896 -3.171 -0.988
H -0.856 -4.216 -2.124
H 3.400 1.308 -3.382
C 3.124 -2.422 2.450
H -2.367 2.159 2.785
H -1.763 -3.414 0.427
C -1.006 -1.334 -2.351
H 0.514 0.344 3.501
H 4.856 -0.965 0.960
H 3.914 -2.801 3.123
H 0.334 5.106 0.302
C -4.270 -0.844 -0.096
C 4.634 -0.566 1.956
C 0.079 -3.786 -1.726
C 2.101 -0.348 1.556
```

Atom charges from the Mulliken analysis, given in e for atoms 1 to 8: H 0.331; H 0.423; H 0.410; C 0.134; H 0.397; H 0.412; C 0.734; H 0.565

No. 2
Formula: C30H54N3O2S4SbSi3Ti
Source: OMol25
Level of theory: the ωB97M-V functional and the def2-TZVPD basis

The calculation puts the frontier orbital gap at 6.616 eV. The value obtained for the max |F| is 0.0078 Eh/bohr. The energy above the lowest of the compared OMol25 structures with the same formula, charge and spin is 38.8 kJ/mol. As for the LUMO energy: -6.37 eV. As for the charge: +2. Its total energy is -5040.78736 Eh.

Structure (XYZ):
```
98
C30H54N3O2S4SbSi3Ti, DFT the ωB97M-V functional and the def2-TZVPD basis
H -3.545 0.035 3.894
C 1.834 0.880 0.286
H -0.708 -5.854 -3.900
H 4.311 2.725 1.780
H 3.588 1.825 3.132
H -3.471 5.034 -0.889
C 4.777 0.328 -0.394
Si -2.656 1.886 2.543
H 5.277 1.287 -0.540
H 5.187 1.413 2.543
S 1.273 -5.307 -2.630
H -1.043 -5.751 -2.160
H -4.799 0.414 -1.910
C -3.739 0.474 -1.695
C 2.034 1.651 -0.986
H -3.598 -0.396 2.191
H -4.257 3.696 -0.072
C -1.728 2.687 3.964
H 3.246 -2.016 1.316
C 2.380 2.636 -3.530
H 0.508 4.196 -0.978
S -0.046 -5.598 0.454
H -4.720 2.737 3.457
H 4.332 0.050 -1.350
Si 3.566 0.439 1.034
H -2.715 -1.834 -1.109
H -2.775 -3.597 -1.033
H -0.593 5.195 1.887
H -2.063 -0.474 3.085
C -0.505 -5.292 -2.988
H -2.436 2.757 4.796
H 2.268 3.508 2.265
C -0.503 3.941 -1.282
H 2.680 -1.110 2.750
C 1.503 -6.822 -1.676
C 0.910 -6.951 -0.254
C 0.688 -3.315 1.806
S -0.609 -2.841 -1.712
H -1.770 -3.722 1.072
H -5.048 2.317 1.793
H -2.341 5.141 2.103
H -1.648 6.054 0.780
H -4.036 1.191 0.280
H 2.058 -4.843 1.306
H -0.877 2.114 4.338
H 1.512 -2.851 2.340
Sb 0.460 1.575 1.892
H -0.715 -0.117 -2.994
C -0.969 -3.848 -3.186
H -0.869 4.762 -1.905
H 0.043 -3.772 2.559
C 1.726 1.448 -3.304
Ti 0.891 -0.510 -0.771
H -4.232 3.831 2.179
N 1.570 0.979 -2.059
C -1.542 5.133 1.362
H -2.664 -2.212 1.236
H 1.331 0.845 -4.111
C -1.524 1.952 0.951
H 1.562 -3.886 -0.100
C -3.311 0.888 -0.455
O 2.162 -1.675 -1.156
H 0.202 -7.778 -0.230
H 2.590 -6.899 -1.622
O 3.845 -3.030 -1.682
H 2.505 3.002 -4.539
C 1.211 3.576 2.033
C -4.305 2.778 2.444
N -1.050 0.530 -1.056
H -3.071 -0.065 -3.692
H 1.067 4.174 1.141
C -3.394 3.962 -0.678
C -2.795 0.194 -2.680
C -1.865 -2.708 0.690
C -2.161 -2.723 -0.809
C 4.190 1.736 2.226
H -3.467 3.446 -1.636
H -0.459 3.052 -1.918
C 1.212 -4.349 0.821
H 5.553 -0.405 -0.161
H 4.398 -1.354 2.477
C -1.942 1.052 -0.164
Si -1.716 3.733 0.133
H 0.714 4.052 2.878
C 3.446 -1.167 1.972
H 1.177 -7.666 -2.283
N 3.339 -2.112 -2.082
H 3.415 4.270 -2.593
C 2.885 3.339 -2.437
H -2.040 -3.801 -3.380
H 1.701 -7.212 0.450
H -1.400 3.705 3.748
C -2.988 0.092 2.955
C 2.715 2.852 -1.155
C -1.481 0.194 -2.293
H 3.103 3.379 -0.294
S -0.300 -1.895 1.200
H -0.460 -3.385 -4.031
```

Atom charges from the Mulliken analysis, given in e for atoms 1 to 8: H 0.618; C 1.061; H 0.526; H 0.375; H 0.380; H 0.460; C -1.117; Si 0.281

No. 3
Formula: C30H54P2Sm
Source: OMol25
Level of theory: the ωB97M-V functional and the def2-TZVPD basis

The calculation puts the frontier orbital gap (alpha / beta) at 7.707 / 8.151 eV. Its spin multiplicity is 6. The value obtained for the max |F| is 0.0339 Eh/bohr. The expectation value of S² is 8.77. The energy above the lowest of the compared OMol25 structures with the same formula, charge and spin is 0.0 kJ/mol. As for the LUMO energy (alpha / beta): -2.69 / -2.27 eV. As for the charge: +1. Its total energy is -2515.88801 Eh.

Structure (XYZ):
```
87
C30H54P2Sm, DFT the ωB97M-V functional and the def2-TZVPD basis
H -2.808 3.797 -0.008
C 0.345 -0.207 4.770
H 0.672 3.536 2.194
C 0.550 1.320 -3.415
H -4.302 -1.858 -0.958
H 0.205 1.987 -2.609
H 1.006 -2.257 5.042
H -1.172 -0.534 6.299
C 2.624 -2.832 -1.044
H 2.144 0.380 -2.322
H 1.191 -1.201 6.473
H 2.329 -1.051 5.098
C -2.373 -1.486 2.028
H -1.983 2.755 2.558
H 0.632 -3.167 2.253
H -4.005 1.599 -2.346
Sm -0.133 0.065 -0.212
C -3.202 -1.770 -1.004
H 4.209 2.080 1.351
H 2.417 3.463 2.579
H 3.935 1.011 -0.058
C 0.642 1.187 5.322
H -1.708 -1.194 2.844
C -2.575 0.761 -0.968
C -2.717 -0.522 -0.358
H 2.445 0.427 -5.239
H -1.975 0.838 -5.526
C 1.542 2.869 2.283
C -0.961 0.433 -5.379
H 1.898 -2.307 -5.113
H -2.802 -2.663 -0.507
H -0.637 -3.351 -1.613
C -0.058 -3.833 -0.806
C -1.087 -0.876 -4.644
H 0.559 1.195 6.417
H 3.111 -0.738 -4.111
H 3.163 -3.750 -0.763
H -1.501 3.381 -1.125
H -0.558 0.251 -6.392
H 2.489 3.029 -1.411
C -1.085 -0.543 5.204
H -0.712 2.464 -4.680
C 1.303 -1.380 -5.109
H 0.683 1.803 -5.513
C -2.230 1.021 1.296
C 1.494 -3.299 1.583
P 1.085 -2.590 -0.058
H -1.331 1.262 3.221
C 2.165 -0.274 -4.433
C 2.077 3.398 -0.463
H 1.761 -4.368 1.541
H -2.094 -1.155 -4.326
H 1.327 2.118 3.050
H -0.139 -2.694 -4.063
H -1.946 -2.400 1.586
H 0.488 -4.688 -1.233
H -3.087 0.235 -2.981
C 1.284 -1.246 5.375
C 0.471 -0.203 3.309
H 1.106 3.872 -0.663
H -1.778 0.211 4.821
C 1.582 0.473 -3.265
P 1.839 1.998 0.699
H 2.388 -2.879 -2.117
H -3.348 -1.782 2.453
C -0.085 1.561 -4.757
H 1.186 -1.088 -6.168
H 3.281 -1.969 -0.868
H 3.492 0.454 1.579
H -0.775 -4.198 -0.053
C -2.443 -0.370 1.045
C -2.199 1.707 0.044
H 1.645 1.524 5.052
H -0.098 1.898 4.936
C -0.044 -1.705 -4.516
C -1.913 3.162 -0.132
H -2.929 -1.823 -2.066
C -3.007 1.118 -2.341
C 0.516 -0.165 2.073
H 2.757 4.151 -0.043
H -1.378 -1.530 4.842
H -1.176 3.510 0.608
H -2.316 1.823 -2.822
H -3.084 1.555 3.211
C 3.535 1.328 0.915
C -2.152 1.674 2.632
H 2.333 -2.734 2.015
```

Atom charges from the Mulliken analysis, given in e for atoms 1 to 8: H 0.357; C 2.773; H 0.297; C 0.154; H 0.305; H 0.629; H 0.342; H 0.494

No. 4
Formula: C30H55B4F16N10
Source: OMol25
Level of theory: the ωB97M-V functional and the def2-TZVPD basis

The calculation puts the frontier orbital gap at 7.666 eV. The value obtained for the max |F| is 0.2717 Eh/bohr. As for the LUMO energy: -2.03 eV. As for the charge: +1. Its total energy is -3419.38703 Eh.

Structure (XYZ):
```
115
C30H55B4F16N10, DFT the ωB97M-V functional and the def2-TZVPD basis
B -17.799 -4.593 -5.130
H -13.428 -2.743 -0.173
H -18.282 -5.335 -1.136
H -18.390 1.331 -2.528
H -19.065 1.436 -0.527
H -15.410 -7.608 -0.821
C -14.986 1.551 -2.028
H -18.255 -3.788 1.230
C -17.200 -8.023 1.428
H -17.349 -7.911 2.502
H -17.710 -3.058 -4.571
C -16.395 -5.609 1.606
N -16.441 -6.841 0.991
B -14.554 -0.678 -2.069
H -17.211 0.873 -1.143
F -16.801 -3.888 -5.775
H -16.785 -8.953 1.041
H -21.203 -0.100 -4.967
H -16.299 1.780 -5.167
C -15.651 1.913 -0.882
C -14.511 -2.701 -0.058
F -16.580 -0.959 2.008
H -14.526 1.850 -4.887
C -18.671 -2.028 -5.639
F -17.599 -2.991 1.767
B -20.649 -0.697 -3.064
H -21.761 -4.634 -3.256
C -15.141 -5.539 -0.265
H -14.913 -3.058 -1.006
C -20.836 -5.209 -3.304
C -16.136 -1.131 -7.201
H -18.924 0.408 -1.114
H -14.724 -3.148 2.040
H -18.194 -7.876 1.006
H -19.477 -1.712 1.850
C -15.478 1.458 -4.527
N -16.725 -2.637 -2.678
H -17.094 -4.215 -0.590
C -15.666 -6.799 -0.152
H -19.570 -0.526 0.516
H -16.136 -2.784 1.278
N -17.763 -0.664 -2.348
H -18.753 -4.669 -3.574
C -15.864 -3.812 -2.383
H -19.364 2.512 0.738
C -16.603 -4.729 -1.416
H -18.054 1.365 0.890
H -14.988 -3.370 -1.909
N -15.492 -4.830 0.865
H -20.774 -5.873 -2.442
H -14.490 -5.214 -1.063
C -19.946 -1.476 0.894
C -17.695 3.213 -0.415
H -22.043 -2.440 -5.251
C -17.610 -2.413 -3.710
H -20.642 -1.874 -1.852
N -16.724 2.631 -1.300
H -16.976 -5.281 2.455
H -14.610 -1.631 -0.241
N -20.065 -1.791 -5.620
N -15.769 1.895 -3.142
F -19.708 0.240 -2.962
C -19.679 -4.177 -3.277
C -16.544 -0.725 -5.750
F -21.182 -1.032 -1.888
H -16.458 -0.336 -7.875
C -16.862 -1.594 -1.821
C -18.729 -3.654 0.269
H -16.175 0.266 -5.485
H -15.678 -4.313 -3.333
H -17.656 3.021 -3.251
H -18.087 -2.909 -5.859
H -16.245 -1.356 -0.967
C -18.073 0.624 -1.761
H -21.376 -2.610 -6.960
F -18.239 -5.576 -5.958
C -18.273 -1.190 -3.524
H -21.018 -1.342 1.042
H -18.392 3.844 -0.967
H -15.057 -1.170 -7.348
N -19.448 -3.683 -1.926
H -15.969 -1.372 -5.088
F -17.216 -5.212 -4.049
F -15.026 -0.379 -0.824
H -19.848 -3.359 -3.978
H -16.035 -5.599 -1.085
F -21.659 -0.192 -3.923
C -20.203 -0.415 -5.227
C -16.860 2.554 -2.690
N -17.989 -0.846 -5.566
C -21.198 -2.701 -5.888
B -17.198 -1.809 1.110
F -15.434 -0.526 -3.122
F -18.851 -3.744 -4.766
H -20.822 -5.776 -4.235
F -16.421 -2.189 0.008
F -20.180 -1.862 -3.543
C -18.891 0.091 -5.177
C -20.068 -2.609 -1.306
C -15.231 -3.365 1.100
C -18.535 2.054 0.197
H -15.286 1.982 0.132
H -14.045 1.049 -2.196
F -13.412 -0.029 -2.461
H -17.134 3.772 0.334
H -16.505 -2.122 -7.464
H -20.907 -3.725 -5.654
H -19.009 -0.694 -4.140
F -18.297 -1.129 0.627
F -14.225 -1.978 -1.971
H -18.412 1.012 -4.880
N -19.684 -2.580 0.022
C -18.712 -4.365 -0.931
H -15.465 0.369 -4.564
H -17.322 -5.225 -2.068
```

Atom charges from the Mulliken analysis, given in e for atoms 1 to 8: B -0.179; H 0.499; H 0.952; H 0.234; H 0.844; H 0.457; C -0.754; H 1.448

Question: Which of these has the lowest max |F|?
Answer: C30H54N3O2S4SbSi3Ti